ORCA calculation (ωB97M-V with the def2-TZVPD basis set) on the ion C28H26Cl2N with charge +1 at a distorted geometry.

Geometry as XYZ:
```
57
Properties=species:S:1:pos:R:3:forces:R:3:nbo_charge:R:1
C -3.122432 0.191735 -2.775301 -0.3715 -0.3893 0.6177 -0.179
H -1.408671 5.585863 2.694748 -0.0177 -0.3022 -0.0070 0.213
H -2.272979 5.245815 1.180224 0.0189 -0.2356 0.2639 0.229
H -3.257615 6.822195 3.250766 -0.2940 -0.5039 -0.2228 0.238
C -2.915914 -2.458249 1.465973 -0.0948 -0.6337 -0.8227 -0.212
N -2.423226 3.709314 2.645660 0.7225 -2.3745 -0.7118 -0.337
H -3.493620 -2.784675 5.257528 -0.0419 0.1307 0.1760 0.238
H -2.720976 -2.435634 0.377990 -0.2625 0.0453 0.7723 0.220
H 1.920375 0.490447 0.563251 -0.1793 0.5898 0.0277 0.235
H -3.024890 -0.803947 -2.304883 -0.0255 0.6672 -0.3572 0.215
H -2.123739 -0.609608 -0.333908 -0.5781 -0.1938 0.0505 0.224
C 0.273581 1.616655 1.404735 -0.6684 0.5119 -1.2737 0.079
C -3.525586 2.592071 -2.586957 0.0679 -1.9605 0.7655 -0.167
H -2.862831 -4.649829 1.477860 0.0208 0.2005 -0.0782 0.242
C -3.526952 2.689058 -3.966527 -0.2207 -0.0612 -0.4244 -0.234
C -1.944186 1.213455 2.285810 -1.0718 -2.1238 1.6751 -0.322
C 1.484632 1.491798 0.699448 -0.0291 0.0964 0.4892 -0.213
H -3.721650 3.441745 -1.946479 0.0649 0.1838 -0.1486 0.209
C -2.983837 -3.742715 2.058014 0.3254 1.0920 0.2585 -0.219
Cl -3.198610 -5.399527 4.190539 0.0521 0.2718 -0.0651 0.035
C -3.193790 1.211787 -0.531291 0.1666 0.2812 0.3654 -0.143
C -3.548582 5.815642 2.899628 0.1460 -0.0989 -0.4303 -0.408
C -3.280771 -1.422981 3.573134 -0.2379 -0.4102 0.5878 -0.208
H 3.147063 2.534978 -0.200038 -0.5193 0.1894 -0.0880 0.239
H -3.734665 3.646690 -4.448622 0.1935 -0.3182 0.0980 0.237
H -4.355838 5.922760 2.149454 0.4701 -0.0503 0.3923 0.224
H -0.028815 4.978925 1.272971 -0.1374 0.6493 0.0883 0.216
C -3.327843 1.546807 -4.757405 0.2956 -0.6332 1.3591 -0.033
H -4.044178 2.736455 3.708753 0.6084 0.3346 -0.1966 0.224
C -1.707672 2.680177 2.094774 -0.2122 1.8998 1.2167 0.452
H -5.103005 4.798196 4.062644 0.9974 -0.0279 0.1393 0.239
C -3.323243 1.316200 -1.948149 0.7149 1.3022 -2.4080 -0.097
C -2.307724 5.122305 2.269400 -0.1333 0.7712 0.2914 -0.229
H -2.440953 0.977084 3.262998 1.4852 0.8848 0.0175 0.275
C -3.133061 0.274533 -4.151344 -0.2929 1.4535 -0.5719 -0.208
C -3.352265 -2.684520 4.195315 0.5683 0.5918 -0.6406 -0.221
C 1.594793 3.898574 0.510345 0.4928 -0.4960 0.0342 -0.219
H -0.722197 -0.340221 1.355437 0.2394 0.3114 0.0794 0.242
H -3.418837 2.120364 0.060962 -0.5782 -0.5799 -0.3121 0.186
H -3.339927 -0.528841 4.213090 -0.2050 -0.4890 -0.2591 0.202
C -0.598326 0.545222 1.990071 0.7568 -0.1154 0.2797 -0.441
C -3.106997 -1.277819 2.191450 0.9959 0.6873 0.9141 0.019
H -2.705695 3.281269 4.760778 0.0702 -0.0146 -0.9451 0.225
H -4.111597 0.670417 1.829812 2.3227 -1.1746 -0.7917 0.235
C -3.141966 -3.834973 3.437677 -0.6193 0.1986 -0.3944 -0.024
C -2.747626 0.145034 0.133297 -0.6317 0.9449 0.0920 -0.250
H 2.175488 4.754758 0.202337 -0.2959 0.3128 0.0972 0.238
H -0.097377 0.198125 2.891957 -0.1332 -0.1248 0.2899 0.254
C 0.383411 4.006870 1.160632 -0.5186 0.4810 -0.5446 -0.158
H -3.669942 5.341251 5.030163 -0.3455 -0.4551 -0.6973 0.229
C -0.369219 2.888032 1.533573 0.6028 -1.5244 -0.5229 -0.109
C 2.152850 2.648337 0.242793 -0.4319 -1.2540 0.8946 -0.121
C -3.279988 3.530014 3.838121 -1.2880 -0.0616 0.5477 -0.234
C -3.989420 4.894651 4.058817 -0.2410 0.4041 0.3417 -0.420
C -3.044531 0.165557 1.593416 -1.7216 1.0958 -0.0525 -0.194
Cl -3.273317 1.682756 -6.462253 -0.1008 0.0372 -0.3101 0.049
H -3.036077 -0.596723 -4.783468 0.0999 -0.0138 0.0541 0.236
```
Forces are in eV/Å.

Summary:
- Kohn-Sham gap: 6.07 eV
- Net charge: +1
- HOMO: -10.57 eV